This record from OMol25 describes a structure of composition C63H133BeF4N9O15S4. The level of theory is ωB97M-V/def2-TZVPD.

Cartesian coordinates (Å):
1 Be -0.8444 5.4713 0.2759
2 N 1.4107 2.0520 0.7662
3 S 1.5138 0.8011 1.5829
4 O 2.4401 0.7329 2.7102
5 O 1.0627 -0.4961 0.9512
6 F 0.1319 1.2245 2.2007
7 S 2.7273 1.6493 -0.2218
8 O 2.6220 0.4346 -1.0565
9 O 4.0308 2.1098 0.1905
10 F 2.3514 2.8353 -1.2269
11 N -2.6649 7.2328 -2.7813
12 S -3.2871 8.5469 -3.2635
13 O -4.7090 8.6330 -2.9265
14 O -2.7761 9.3120 -4.4033
15 F -2.5463 9.4291 -2.1316
16 S -2.3693 6.4792 -4.3193
17 O -1.1377 6.8416 -4.9303
18 O -3.4996 6.0611 -5.1492
19 F -1.8015 5.0868 -3.7092
20 C -6.0665 -3.6336 -7.3634
21 C -4.6019 -3.2119 -7.4331
22 C -4.5373 -1.8161 -8.2008
23 C -4.8183 -0.6947 -7.3397
24 C -3.9164 -0.5831 -6.1524
25 C -3.2798 -1.9207 -5.6374
26 N -4.1250 -3.0628 -6.0065
27 O -3.8574 -4.3224 -5.4586
28 C -1.7995 -1.9994 -6.2116
29 C -3.1860 -1.8511 -4.0971
30 C -3.8345 -4.2672 -8.2160
31 H -6.1273 -4.5694 -6.8077
32 H -6.6235 -3.5224 -8.2937
33 H -6.6123 -2.9187 -6.7476
34 H -3.5057 -1.6404 -8.5056
35 H -5.1654 -1.8626 -9.0904
36 H -5.8310 -0.5072 -6.9829
37 H -4.6310 0.1686 -7.9783
38 H -4.3907 -0.0144 -5.3527
39 H -3.1464 0.0999 -6.5112
40 H -1.3827 -3.0046 -6.1487
41 H -1.8285 -1.8833 -7.2950
42 H -0.9913 -1.4034 -5.7877
43 H -2.7896 -0.9290 -3.6722
44 H -4.1584 -1.9273 -3.6106
45 H -2.5957 -2.7292 -3.8351
46 H -2.8797 -3.7759 -8.4036
47 H -4.4046 -4.4326 -9.1302
48 H -3.8630 -5.3022 -7.8754
49 H -4.2818 -4.2552 -4.6001
50 C -5.5804 6.7938 3.0651
51 C -6.4781 5.5792 3.1157
52 C -7.7114 5.9258 2.3194
53 C -8.5417 4.6786 2.0700
54 C -7.8409 3.6777 1.1967
55 C -6.4258 3.3274 1.7704
56 N -5.7258 4.4507 2.5027
57 O -4.4434 4.1262 3.0140
58 C -6.7183 2.1905 2.8960
59 C -5.4819 2.8863 0.6104
60 C -6.8959 5.2977 4.6242
61 H -4.6506 6.6738 3.6210
62 H -5.9724 7.6533 3.6090
63 H -5.4124 7.0610 2.0218
64 H -8.4224 6.6213 2.7652
65 H -7.4263 6.4251 1.3934
66 H -9.4588 5.0006 1.5767
67 H -8.7915 4.2105 3.0221
68 H -7.8423 4.2328 0.2587
69 H -8.5107 2.8519 0.9569
70 H -7.1216 2.4934 3.8623
71 H -7.5280 1.5162 2.6172
72 H -5.8695 1.5653 3.1732
73 H -5.9291 2.1220 -0.0253
74 H -5.2410 3.8213 0.1047
75 H -4.5358 2.6283 1.0862
76 H -6.1860 5.7465 5.3189
77 H -6.9245 4.2438 4.9010
78 H -7.9066 5.5760 4.9229
79 H -4.6673 3.5170 3.7213
80 C 3.6948 10.4317 2.0699
81 C 3.3646 9.0170 1.4128
82 C 4.7267 8.3357 1.0134
83 C 5.4387 7.7758 2.2496
84 C 4.4847 6.8464 3.0396
85 C 3.2123 7.6239 3.5321
86 N 2.5444 8.1547 2.2973
87 O 1.2935 8.5800 2.5358
88 C 2.2677 6.5230 4.2475
89 C 3.4134 8.6452 4.6725
90 C 2.6261 9.2289 0.0913
91 H 3.1125 10.6150 2.9729
92 H 3.4089 11.3051 1.4837
93 H 4.7371 10.6242 2.3238
94 H 4.7412 7.6432 0.1717
95 H 5.5174 9.0572 0.8080
96 H 6.0167 8.4188 2.9133
97 H 6.0988 7.0240 1.8168
98 H 5.0556 6.3296 3.8110
99 H 4.0784 5.9784 2.5204
100 H 2.6756 6.0532 5.1425
101 H 1.3287 6.9291 4.6235
102 H 1.9816 5.6460 3.6668
103 H 2.6522 9.4080 4.8363
104 H 3.4722 8.1459 5.6397
105 H 4.3907 9.1279 4.6794
106 H 1.7862 9.9236 0.1010
107 H 2.3582 8.2706 -0.3536
108 H 3.2092 9.6721 -0.7160
109 H 1.5311 9.4297 2.9142
110 C -5.4339 0.9964 9.9710
111 C -4.1461 1.2561 10.7797
112 C -4.2470 0.3805 11.9367
113 C -2.8919 0.1140 12.6893
114 C -1.8835 -0.4744 11.7087
115 C -1.6433 0.4278 10.4393
116 N -3.0433 0.7798 9.8595
117 O -2.9551 1.3708 8.6111
118 C -0.7937 1.6329 10.6926
119 C -0.9398 -0.5657 9.4107
120 C -3.9096 2.7431 11.0559
121 H -5.5881 -0.0470 9.6957
122 H -5.3361 1.6149 9.0788
123 H -6.4355 1.3006 10.2749
124 H -4.9408 0.8616 12.6262
125 H -4.6987 -0.5610 11.6240
126 H -3.1046 -0.6564 13.4305
127 H -2.5621 1.0964 13.0272
128 H -2.2683 -1.4574 11.4372
129 H -0.8987 -0.5948 12.1602
130 H -0.9284 2.3516 9.8842
131 H -1.0187 2.2000 11.5958
132 H 0.2746 1.4234 10.6368
133 H -0.5812 0.0889 8.6163
134 H -0.1099 -1.0236 9.9489
135 H -1.7200 -1.2732 9.1298
136 H -2.8600 3.0360 11.0845
137 H -4.3218 2.9010 12.0525
138 H -4.4694 3.2901 10.2973
139 H -3.0991 0.5796 8.0867
140 C 5.2297 -1.8706 -10.2683
141 C 4.5053 -1.7337 -8.8761
142 C 5.5842 -1.7568 -7.7748
143 C 6.4733 -0.4599 -7.8868
144 C 5.5451 0.6738 -7.5346
145 C 4.3539 0.8862 -8.5586
146 N 3.7072 -0.4689 -8.7608
147 O 2.7318 -0.3917 -9.7466
148 C 3.4604 1.7301 -7.5606
149 C 4.7679 1.6818 -9.8201
150 C 3.7427 -3.0576 -8.5844
151 H 6.1418 -2.4477 -10.1163
152 H 5.4046 -0.9266 -10.7845
153 H 4.6716 -2.3690 -11.0609
154 H 5.1232 -1.8920 -6.7964
155 H 6.2909 -2.5856 -7.8164
156 H 6.7631 -0.2669 -8.9197
157 H 7.2331 -0.5813 -7.1147
158 H 6.1091 1.6056 -7.5763
159 H 5.2334 0.5740 -6.4949
160 H 4.0194 2.5383 -7.0890
161 H 2.5915 2.1838 -8.0374
162 H 2.9980 1.1239 -6.7817
163 H 5.6264 1.2990 -10.3719
164 H 3.9129 1.6469 -10.4953
165 H 4.8592 2.7406 -9.5779
166 H 2.8003 -3.1794 -9.1185
167 H 3.6579 -3.1527 -7.5019
168 H 4.3603 -3.8724 -8.9621
169 H 3.2356 -0.3381 -10.5621
170 C 9.5061 -5.4946 -1.6979
171 C 8.1010 -5.8776 -1.0860
172 C 8.4018 -7.1487 -0.2488
173 C 9.0243 -6.9090 1.1175
174 C 8.0383 -5.9174 1.8084
175 C 7.7770 -4.4936 1.0774
176 N 7.3918 -4.8100 -0.3641
177 O 7.0436 -3.6799 -1.0908
178 C 6.5340 -3.8547 1.7567
179 C 9.0132 -3.6579 1.3166
180 C 7.0367 -6.3409 -2.1729
181 H 9.3124 -4.7318 -2.4521
182 H 9.9246 -6.2855 -2.3203
183 H 10.3250 -5.2546 -1.0197
184 H 7.4803 -7.6941 -0.0451
185 H 8.9899 -7.8514 -0.8391
186 H 9.9469 -6.3329 1.0462
187 H 9.2473 -7.7306 1.7983
188 H 8.6027 -5.8135 2.7351
189 H 7.1409 -6.4992 2.0187
190 H 6.1139 -3.0257 1.1871
191 H 5.7857 -4.6393 1.8696
192 H 6.9239 -3.3394 2.6345
193 H 9.7888 -4.0100 0.6366
194 H 8.8138 -2.6611 0.9233
195 H 9.5507 -3.8833 2.2377
196 H 6.8603 -5.3723 -2.6406
197 H 6.1853 -6.8648 -1.7385
198 H 7.4415 -7.0572 -2.8879
199 H 6.1045 -3.6310 -0.8977
200 C -0.4559 -7.0085 -0.8707
201 C -1.2908 -7.7342 0.1915
202 C -1.8678 -6.5509 1.1120
203 C -3.0741 -7.0818 1.9659
204 C -4.0672 -7.6454 0.9678
205 C -3.5806 -8.7806 0.1217
206 N -2.2846 -8.4074 -0.5298
207 O -1.9490 -9.4018 -1.3622
208 C -3.6043 -10.0950 0.9528
209 C -4.7458 -8.9438 -1.0260
210 C -0.4452 -8.7774 1.0199
211 H -0.9916 -6.5829 -1.7192
212 H 0.3474 -7.6504 -1.2325
213 H 0.0106 -6.1339 -0.4173
214 H -1.2207 -6.4258 1.9802
215 H -1.9671 -5.6098 0.5713
216 H -3.5692 -6.1739 2.3104
217 H -2.8028 -7.7705 2.7660
218 H -4.3202 -6.8240 0.2974
219 H -5.0601 -7.8653 1.3602
220 H -3.1246 -10.0456 1.9303
221 H -4.5809 -10.5700 1.0467
222 H -2.9868 -10.8712 0.5008
223 H -5.7792 -8.8414 -0.6947
224 H -4.4571 -8.2004 -1.7690
225 H -4.5583 -9.9145 -1.4849
226 H 0.2699 -9.4316 0.5211
227 H -0.9392 -9.6249 1.4951
228 H 0.1395 -8.2998 1.8061
229 H -2.4329 -9.3232 -2.1876

Atomic forces in eV per Å
Be 0.11 -0.02 -0.16
N 4.31 1.17 -4.29
S -4.39 -7.20 4.91
O -0.75 0.15 -2.02
O 2.16 3.13 1.45
F -1.54 -0.28 2.29
S 1.20 1.77 -4.87
O 0.15 2.61 2.29
O -1.08 -1.03 0.70
F -0.20 -0.12 -0.45
N 1.08 -3.69 -3.59
S -1.94 6.73 1.01
O 1.96 -0.30 -0.81
O -1.14 -2.45 0.68
F -0.57 -0.07 0.63
S 0.98 -3.53 -0.05
O -0.46 1.58 -0.30
O 1.42 1.45 2.04
F -1.25 0.14 0.72
C -0.48 0.94 1.18
C -0.65 0.42 0.06
C 0.87 -2.97 0.30
C -1.61 2.60 0.57
C 0.94 0.01 0.16
C 1.30 1.27 0.59
N -0.76 1.10 -1.77
O 0.48 0.54 -0.03
C -0.36 -1.43 -0.66
C -0.22 -0.79 -0.23
C -0.44 0.47 -0.57
H -0.33 -0.31 -0.62
H 0.42 -0.90 -0.33
H 0.11 0.19 0.38
H 0.11 -0.37 -0.47
H 0.02 -0.12 0.06
H -0.45 -0.77 -0.36
H -0.12 0.40 0.11
H -0.19 -0.37 0.16
H 0.69 -0.34 0.52
H -0.33 -0.42 0.47
H 0.04 0.57 0.00
H -0.65 0.65 0.22
H 0.54 -0.09 -0.52
H -0.32 -0.25 -0.25
H 0.19 0.25 0.64
H 0.41 -1.02 -0.30
H 0.25 0.66 -0.56
H 0.67 0.36 0.95
H -0.07 -0.24 0.33
C 0.77 0.63 0.60
C 0.40 0.28 1.86
C -0.76 -0.94 -0.87
C -0.58 0.04 0.22
C 0.44 1.66 -0.22
C -0.40 -1.37 1.21
N -1.32 0.26 -1.58
O -1.87 0.61 -0.50
C -0.01 -0.23 -0.45
C -0.03 0.82 1.71
C 0.40 -0.67 0.11
H 0.31 -0.52 -0.43
H -0.76 0.01 -0.28
H 0.28 0.11 0.14
H 0.70 0.25 0.77
H 0.09 -0.30 -0.33
H -0.23 -0.23 0.13
H -0.26 0.16 0.23
H 1.02 -0.22 -0.46
H 0.58 -0.57 0.50
H 0.19 1.00 -0.12
H 0.24 -0.18 -0.74
H 0.31 0.05 -0.43
H 0.24 0.10 0.09
H -0.33 -0.18 -0.59
H -0.02 -0.72 -0.34
H -0.03 0.17 -0.08
H 0.39 -0.21 -0.36
H 0.01 0.69 -0.47
H 0.35 -0.47 0.59
C -0.63 0.13 0.15
C 0.95 1.09 -1.30
C 0.84 1.16 2.14
C -1.11 -3.52 -0.45
C -0.46 1.17 0.74
C -0.94 -2.30 1.13
N 3.21 -2.38 -0.09
O -0.61 1.13 0.11
C -0.36 0.20 -0.50
C 1.15 0.22 0.62
C -0.45 0.19 -0.80
H 0.08 -0.26 0.29
H -0.07 -0.36 -0.69
H 0.04 -0.56 0.10
H -0.66 -0.18 0.31
H -0.81 0.90 -1.05
H -0.34 0.38 -0.29
H 0.84 0.33 0.15
H -0.23 0.51 0.72
H 0.15 0.33 -0.90
H 0.84 0.46 -0.05
H -0.03 0.46 -0.28
H 0.17 0.24 -0.74
H -0.19 -0.06 -0.47
H -0.31 -0.48 -0.12
H 0.00 0.39 -0.64
H -0.39 -0.40 0.53
H -0.44 -0.11 0.31
H 0.85 0.12 0.45
H -1.25 1.07 0.52
C -0.41 0.98 -1.33
C 0.77 0.64 -3.25
C 1.26 -1.17 2.25
C -1.09 0.07 -1.53
C -0.17 1.28 -0.44
C -1.92 -1.88 -0.44
N 1.08 -2.69 2.71
O -0.04 0.52 -0.27
C 0.52 1.00 -0.39
C -0.92 2.09 1.20
C -0.87 -0.39 0.67
H 0.58 -0.06 -0.07
H 0.10 -0.37 -0.50
H 0.26 0.34 1.26
H -0.14 -0.12 0.15
H 0.15 -0.17 0.11
H 0.25 0.59 0.61
H 0.18 -0.26 0.74
H 0.19 -0.05 -0.40
H 0.02 -0.15 0.19
H -0.21 0.00 -0.24
H 0.07 -0.33 0.24
H 0.06 -0.29 0.41
H 0.08 -0.60 -0.43
H 0.00 -0.17 -0.29
H 0.40 -0.12 -0.32
H -0.25 -0.12 -0.22
H -0.19 0.69 -0.02
H 0.26 0.43 0.22
H -0.02 0.31 -0.68
C -0.62 0.06 -0.10
C 0.80 -0.49 -0.48
C 1.29 1.51 -0.74
C -2.11 -1.02 0.97
C 0.72 0.53 -0.99
C 0.59 -0.74 3.14
N 0.66 -0.01 1.26
O -0.30 -0.27 -0.18
C -1.15 0.06 -1.39
C -1.13 -0.50 0.35
C -0.16 0.71 -0.60
H 0.13 0.27 -0.23
H 0.62 0.33 0.52
H -0.48 -0.56 0.39
H -0.08 0.66 0.13
H -0.40 -0.49 -0.69
H 0.83 -0.55 0.17
H 0.58 0.39 -0.57
H 0.02 0.26 0.07
H -0.46 -0.10 -0.18
H 0.18 -0.07 -0.15
H 0.00 0.19 -0.39
H 0.51 -0.34 -0.05
H 0.17 0.06 0.30
H -0.04 0.04 -0.22
H 0.39 -0.11 0.11
H -0.21 0.34 0.26
H -0.51 -0.19 -0.16
H 0.24 -0.01 0.18
H -0.10 0.04 -0.72
C -1.10 0.14 -1.22
C 0.40 -1.42 -0.65
C -0.25 -0.78 0.94
C -0.64 2.42 -0.61
C 0.91 -0.28 -0.16
C -0.88 -2.44 0.50
N 1.08 -1.34 2.92
O 0.51 0.05 -0.32
C 1.10 0.05 -0.72
C 0.90 -0.49 -2.21
C 1.86 0.75 0.19
H 0.37 0.65 0.33
H -0.36 -0.55 0.16
H -0.51 0.38 0.24
H -0.36 0.08 -0.06
H 0.10 0.27 -0.36
H 0.41 -0.21 -0.29
H -0.37 -0.36 -0.44
H -0.77 0.94 0.53
H -0.37 0.44 -0.05
H 0.02 -0.11 -0.34
H -0.07 0.35 0.56
H -0.53 -0.56 0.59
H 0.02 -0.10 -0.46
H 0.29 0.44 1.01
H -0.83 0.97 0.59
H -0.90 -0.49 -0.54
H -0.11 0.68 0.29
H 0.38 0.22 -0.13
H -0.30 0.34 -0.29
C 1.51 0.27 0.32
C 1.77 0.65 0.47
C -0.02 -3.10 1.65
C -0.85 1.27 -2.16
C -0.57 0.74 0.02
C -1.84 -0.61 -0.31
N -5.92 0.79 0.89
O 2.26 -2.02 -0.84
C 1.23 -0.61 -0.30
C 2.85 -0.16 0.40
C 0.72 -0.12 0.65
H -0.49 -0.45 0.13
H -0.06 0.04 -0.22
H 0.34 -0.08 0.16
H 1.17 0.47 -0.79
H -0.51 -0.29 0.03
H 0.13 -0.15 0.90
H 0.19 0.19 -0.07
H 0.24 0.29 -0.29
H 0.13 -0.50 0.50
H -0.36 0.57 0.27
H -0.21 0.51 0.05
H 0.02 0.02 -0.60
H 0.32 0.03 0.23
H -0.52 0.25 -0.12
H -0.47 -0.15 -0.06
H 0.28 0.78 -1.14
H -1.18 0.63 0.30
H -0.03 0.23 0.02
H -0.12 0.52 -0.10

Calculated values
M: 1470.08 g/mol
HOMO energy: -8.0783 eV
DFT total energy: -6107.447884 Eh
gap between HOMO and LUMO: 0.03936 hartree
lowest unoccupied orbital energy: -7.01 eV
energy above the lowest of the compared OMol25 structures with the same formula, charge and spin: 791.8 kJ/mol